1.
ORCA calculation (ωB97M-V/def2-TZVPD) on 2 unconnected molecules or ions with the total composition C17H31FN4O5P in a non-equilibrium geometry.

```
59
Properties=species:S:1:pos:R:3:forces:R:3:lowdin_charge:R:1
C 6.460 -0.680 0.234 -0.22 -0.01 -0.21 -0.070
C 5.995 -1.305 -1.108 0.98 -0.94 0.63 -0.264
O 4.555 -1.437 -1.188 -0.76 1.18 0.03 -0.230
P 3.794 -0.031 -1.526 -0.52 2.10 -1.38 0.541
O 4.684 1.040 -2.010 0.29 -0.52 0.13 -0.275
C 2.559 -0.446 -2.841 0.26 -1.20 0.92 -0.170
C 1.598 -1.564 -2.265 0.60 0.11 -0.71 -0.142
C 0.088 -1.239 -2.354 -0.29 -0.47 1.24 -0.417
N -0.356 -1.591 -3.702 0.14 0.74 0.33 0.104
C -0.250 0.209 -1.986 1.50 -4.98 -0.85 -0.156
N -0.475 1.301 -2.087 -0.81 4.07 0.01 0.226
C -0.733 -2.163 -1.371 -1.56 -1.08 -0.52 -0.372
F -0.097 -2.366 -0.156 0.31 0.22 -0.48 0.028
C -0.865 -3.553 -2.011 0.85 4.97 2.24 -0.154
N -0.765 -4.519 -2.564 -0.04 -3.85 -1.84 0.178
C -2.189 -1.656 -1.061 -0.16 -0.72 1.27 -0.102
C -2.274 -0.959 0.348 0.46 1.05 -0.55 -0.184
C -3.509 -0.005 0.486 0.55 -0.28 0.28 -0.197
C -3.232 1.442 0.010 -0.59 -0.07 -0.39 -0.203
C -2.114 2.172 0.791 0.75 0.36 0.32 -0.272
N -1.997 1.710 2.201 0.41 -0.22 -0.37 0.006
O 2.917 0.575 -0.275 1.17 -2.29 -0.45 -0.197
C 2.826 -0.270 0.892 -1.62 0.21 1.77 -0.273
C 1.463 0.042 1.623 0.63 -0.96 -0.27 -0.056
H 6.567 -1.432 1.043 -0.06 0.26 -0.60 0.078
H 5.708 0.049 0.600 0.66 -0.10 -0.37 0.062
H 7.441 -0.195 0.066 -0.58 -0.09 0.27 0.083
H 6.392 -0.800 -2.004 -0.39 0.15 0.56 0.109
H 6.390 -2.343 -1.140 -0.48 0.51 -0.11 0.119
H 2.050 0.454 -3.225 0.28 -0.24 0.52 0.098
H 3.157 -0.876 -3.668 -0.26 0.32 0.37 0.096
H 1.934 -1.845 -1.253 -0.60 0.23 -0.34 0.091
H 1.757 -2.467 -2.890 -0.34 0.38 0.48 0.130
H 0.208 -1.063 -4.367 -0.41 -0.06 -0.02 0.102
H -1.345 -1.380 -3.825 0.29 0.14 -0.18 0.102
H -2.633 -1.041 -1.865 0.46 -0.12 0.32 0.122
H -2.810 -2.573 -0.962 0.20 0.58 -0.34 0.121
H -1.356 -0.338 0.467 -0.51 -0.35 -0.02 0.069
H -2.235 -1.696 1.172 -0.12 0.16 -0.62 0.117
H -4.334 -0.468 -0.098 0.17 0.45 0.55 0.110
H -3.759 0.064 1.564 -0.21 -0.14 -0.68 0.108
H -4.162 2.034 0.135 0.43 -0.45 0.17 0.100
H -3.047 1.408 -1.090 0.27 0.26 0.64 0.086
H -1.101 2.083 0.329 -0.74 -0.07 -0.27 0.066
H -2.309 3.263 0.846 -0.20 -0.68 -0.15 0.115
H -1.467 0.836 2.181 -0.17 0.13 0.18 0.030
H -1.380 2.365 2.681 -0.42 -0.02 0.05 0.069
H 3.633 -0.061 1.620 -0.05 -0.04 -0.69 0.109
H 2.819 -1.353 0.678 0.30 0.58 -0.34 0.100
H 0.768 0.472 0.881 0.21 0.02 0.58 0.056
H 1.596 0.653 2.529 -0.14 0.11 -0.67 0.077
H 1.055 -0.933 1.968 0.03 0.62 -0.22 0.076
C -5.702 3.093 4.770 -0.05 0.08 0.36 -0.071
C -4.922 3.380 3.474 0.08 -0.01 -0.03 -0.804
O -4.064 4.291 3.547 0.01 -0.11 -0.28 -0.114
O -5.241 2.662 2.496 0.09 0.19 -0.09 -0.109
H -5.380 3.749 5.581 0.02 0.00 -0.05 0.046
H -6.771 3.249 4.602 0.00 -0.13 -0.03 0.050
H -5.542 2.056 5.077 -0.10 -0.03 -0.08 0.051
```
Forces are in eV/Å.

Values from the calculation:
- calculated total energy (hartree) = -1702.87909
- 2S+1 = 1
- charge = -1

2.
ORCA calculation (ωB97M-V/def2-TZVPD) on a molecular structure, C17H31Ge2N3RuS in a non-equilibrium geometry.

```
55
Properties=species:S:1:pos:R:3:forces:R:3:mulliken_spin:R:1
Ru -1.333 -0.200 -1.473 -1.34 -0.55 -0.81 2.237
C 3.486 1.632 -2.489 0.35 0.28 -0.16 0.002
C 1.991 1.488 -2.673 -0.64 -1.00 0.56 0.009
Ge 1.130 0.002 -1.589 1.31 0.85 -0.41 0.093
C 1.023 -1.851 -2.625 -0.68 -0.11 -0.02 0.222
C 2.448 -2.349 -2.608 0.35 0.32 0.21 0.035
C 1.879 -0.269 0.216 0.11 -0.05 0.00 0.158
C 1.125 -0.183 1.336 -1.09 0.27 -0.34 0.094
Ge -0.828 0.150 0.911 0.06 0.10 0.47 0.055
C -1.952 1.717 1.522 0.51 -0.88 -0.14 0.016
C -2.081 1.874 3.029 -0.07 0.15 0.12 0.006
C -1.818 -1.684 0.390 0.23 1.21 -0.18 0.028
C -1.441 -2.761 1.399 0.26 -0.23 0.17 0.005
C 1.597 -0.274 2.701 0.16 -0.08 0.16 0.222
C 0.669 -0.383 3.780 -0.02 -0.01 -0.09 0.009
C 1.096 -0.478 5.070 -0.25 0.11 -0.12 0.139
C 2.491 -0.434 5.343 0.01 0.01 0.05 0.243
C 3.428 -0.403 4.287 0.29 0.00 -0.21 0.088
C 3.001 -0.288 2.997 0.04 -0.09 0.21 0.041
H 3.814 2.427 -3.165 0.03 -0.04 0.05 0.000
H 4.053 0.746 -2.771 -0.05 -0.06 0.07 0.001
H 3.768 1.952 -1.487 -0.04 -0.10 0.05 0.000
H 1.714 1.240 -3.698 -0.02 0.15 -0.05 -0.001
H 1.449 2.381 -2.355 -0.02 0.04 -0.09 0.005
H 0.663 -1.595 -3.622 -0.04 0.09 0.04 0.014
H 0.337 -2.531 -2.119 0.02 -0.04 -0.06 0.008
H 3.147 -1.672 -3.101 0.02 0.00 0.02 0.001
H 2.453 -3.278 -3.197 -0.11 0.01 -0.02 0.055
H 2.809 -2.612 -1.614 0.00 0.00 -0.01 0.001
H 2.946 -0.480 0.284 -0.01 0.07 0.00 0.006
H -2.915 1.535 1.042 -0.03 0.13 -0.02 0.004
H -1.469 2.579 1.059 0.00 -0.02 -0.07 -0.003
H -2.627 1.052 3.491 0.02 -0.01 0.02 0.000
H -2.648 2.788 3.216 -0.02 -0.05 0.06 0.001
H -1.117 1.999 3.522 0.00 -0.01 -0.02 -0.001
H -1.541 -2.053 -0.641 -0.14 -0.34 0.18 0.001
H -2.887 -1.468 0.423 -0.04 -0.18 -0.15 -0.002
H -0.366 -2.875 1.537 0.00 0.05 -0.02 0.000
H -1.825 -3.725 1.059 -0.04 0.04 0.00 0.011
H -1.908 -2.558 2.363 0.03 0.04 0.01 0.001
H -0.394 -0.395 3.557 -0.01 -0.01 0.11 -0.002
H 0.391 -0.556 5.888 0.02 -0.01 0.01 0.003
H 2.830 -0.393 6.373 0.03 -0.11 -0.01 -0.003
H 4.487 -0.457 4.507 -0.02 0.12 0.05 0.008
H 3.728 -0.204 2.201 0.02 -0.01 0.02 -0.006
N -3.372 -0.449 -2.715 0.42 -0.03 0.35 0.035
N -3.831 0.763 -3.248 -0.15 0.28 -0.20 0.005
C -3.124 1.882 -3.137 0.07 -0.18 0.17 0.016
N -3.523 3.002 -3.673 -0.03 0.09 -0.06 0.021
S -1.593 1.915 -2.265 0.57 0.01 0.07 0.118
H -3.185 -1.097 -3.483 0.01 -0.01 -0.11 0.004
H -4.129 -0.864 -2.172 -0.03 0.02 0.11 0.001
H -4.691 0.753 -3.788 -0.05 -0.11 -0.01 0.000
H -4.372 3.092 -4.225 -0.02 -0.05 0.01 -0.001
H -2.977 3.850 -3.570 0.02 -0.01 0.01 -0.001
```
Forces are in eV/Å.

Values from the calculation:
- calculated total energy (hartree) = -5475.82607
- 2S+1 = 5
- charge = +4

3.
ORCA calculation (ωB97M-V/def2-TZVPD) on a molecular structure, C17H31IN2O3 in a non-equilibrium geometry.

```
54
Properties=species:S:1:pos:R:3:forces:R:3:mulliken_spin:R:1
C 1.660 -0.008 3.346 -0.18 0.14 1.32 0.071
C 0.556 0.983 2.654 5.80 -1.06 -1.43 0.151
C 0.846 1.386 1.094 0.69 0.95 0.93 0.041
C 0.308 2.924 0.929 0.44 1.04 -1.07 0.002
C 0.410 0.311 -0.047 -1.94 0.10 0.49 -0.023
N 1.534 0.258 -1.046 1.80 -0.09 0.61 0.005
C 1.830 1.529 -1.762 3.55 4.99 -0.49 -0.001
C 1.284 1.760 -3.328 -0.73 0.13 0.91 0.000
O 2.594 2.563 -1.308 -4.45 -6.80 -1.99 0.000
C 2.675 -0.633 -0.761 3.06 -3.31 -5.00 -0.003
C 3.520 -0.842 0.636 0.65 -0.64 0.18 0.003
O 3.150 -1.364 -1.811 -2.69 4.64 6.21 0.000
C -0.905 0.712 -0.968 -0.22 -0.38 -0.93 0.004
C -2.320 0.024 -0.523 -0.91 1.37 -1.71 0.001
C -3.430 0.573 -1.654 0.37 1.52 0.90 0.000
C -2.927 0.521 0.916 -0.34 -0.85 -0.12 0.000
N -2.278 -1.471 -0.732 1.42 0.42 1.20 0.000
O -2.639 -1.825 -1.995 -0.63 -0.12 -0.95 0.000
C -0.911 -2.076 -0.538 0.79 -1.19 1.69 0.003
C -0.102 -2.485 -1.893 -0.36 -1.31 0.01 0.000
C -1.188 -3.522 0.262 0.58 0.75 -0.34 0.000
C -0.006 -1.194 0.560 -0.66 -0.08 -0.22 0.006
H 2.741 0.488 3.320 -2.31 -1.17 -0.17 0.007
H 1.653 -1.105 2.939 0.06 2.29 0.60 0.000
H 1.380 -0.087 4.501 0.55 0.15 -2.36 -0.003
H 0.597 2.004 3.272 1.86 -2.50 -1.59 0.017
H -0.544 0.566 2.854 3.72 -3.03 -1.69 0.037
H 2.036 1.480 1.019 -2.70 -0.21 0.23 0.007
H -0.756 3.124 1.404 2.50 -0.38 -1.49 0.006
H 0.281 3.279 -0.207 0.12 -0.90 2.51 0.000
H 1.095 3.648 1.457 -1.71 -1.59 -0.98 -0.001
H 0.156 2.091 -3.223 2.18 -0.81 -0.23 0.000
H 1.840 2.673 -3.837 -0.89 -2.16 1.32 0.000
H 1.318 0.774 -3.964 0.05 1.93 1.43 0.000
H 3.046 -1.666 1.359 0.79 2.05 -1.73 0.000
H 4.591 -1.287 0.354 -2.57 1.01 0.20 0.000
H 3.738 0.142 1.232 -0.82 -1.83 -1.23 -0.001
H -0.685 0.255 -2.052 -0.59 0.79 2.47 0.000
H -1.061 1.848 -1.162 0.47 -1.76 0.69 -0.001
H -3.659 1.694 -1.311 0.43 -2.02 -0.65 0.000
H -2.969 0.659 -2.726 -1.07 -0.62 2.05 0.000
H -4.452 0.008 -1.595 2.28 0.81 -0.28 0.000
H -2.407 1.483 1.361 -1.61 -2.17 -1.81 -0.002
H -4.100 0.681 0.773 2.56 -0.20 0.40 -0.004
H -2.824 -0.337 1.727 -0.11 1.69 -1.63 0.009
H 0.987 -2.799 -1.572 -1.94 0.92 -0.78 0.000
H -0.151 -1.723 -2.777 0.26 -1.33 1.95 0.000
H -0.608 -3.486 -2.301 1.00 2.31 0.84 0.000
H -1.547 -3.290 1.377 0.74 -0.63 -2.45 0.000
H -0.156 -4.087 0.250 -1.99 0.77 0.27 0.000
H -1.990 -4.138 -0.332 1.51 1.33 1.20 0.000
H -0.762 -1.109 1.481 1.71 0.32 -1.98 -0.002
H 0.903 -1.792 0.987 -1.56 1.04 -1.09 -0.004
I -1.352 1.887 3.359 -8.96 5.70 5.80 0.677
```
Forces are in eV/Å.

Values from the calculation:
- calculated total energy (hartree) = -1298.71675
- 2S+1 = 2
- charge = -1

4.
ORCA calculation (ωB97M-V/def2-TZVPD) on a molecular structure, C17H31N2O7P3S2 in a non-equilibrium geometry.

```
62
Properties=species:S:1:pos:R:3:forces:R:3:lowdin_charge:R:1
C 3.960 1.151 -0.693 -0.47 0.04 0.60 -0.094
C 2.816 0.105 -0.666 1.20 -0.51 -1.47 -0.422
C 3.440 -1.261 -0.210 -0.45 0.63 0.60 -0.078
C 2.233 -0.028 -2.121 -1.07 -0.23 1.32 -0.156
C 0.720 -0.441 -1.991 -0.10 -0.02 -1.43 -0.112
C -0.272 0.701 -2.287 0.33 0.07 0.26 -0.065
C -1.468 0.462 -2.916 -0.27 0.26 -0.65 -0.245
O -1.834 -0.837 -3.273 -0.12 0.66 1.30 -0.109
C -2.123 -1.582 -2.054 0.21 -0.80 -0.48 -0.141
C -3.471 -2.355 -2.106 0.79 -0.07 1.22 -0.375
C -3.261 -3.662 -1.284 0.51 0.79 -0.56 -0.038
O -4.425 -1.581 -1.352 -0.19 -0.10 -0.52 -0.059
C -2.451 1.495 -3.262 0.52 -0.47 0.88 -0.302
P -3.986 0.961 -4.161 0.76 0.89 -1.85 0.398
S -3.981 1.610 -6.012 -0.02 -0.16 0.15 0.117
C -2.221 2.814 -2.923 -0.94 -0.52 -0.41 -0.261
P -3.459 4.139 -3.291 0.87 1.67 0.61 0.694
O -2.820 5.476 -3.328 -0.15 -0.19 -0.36 -0.447
C -0.992 3.145 -2.245 0.31 -0.97 0.07 -0.332
N -0.623 4.346 -1.814 0.67 -0.13 0.25 -0.217
S 0.833 4.173 -1.112 -0.88 -0.69 -0.47 1.052
N 1.044 2.573 -1.293 0.05 0.25 0.13 -0.221
C -0.012 2.083 -1.929 -1.13 0.63 -0.44 -0.266
H 4.812 0.739 -1.264 -0.25 0.17 0.43 0.080
H 3.679 2.102 -1.170 -0.12 -0.40 0.18 0.052
H 4.238 1.379 0.354 0.31 -0.11 -0.54 0.081
H 1.987 0.350 0.016 0.46 0.27 -0.18 0.104
H 4.442 -1.418 -0.644 -0.48 0.02 -0.09 0.074
H 3.574 -1.217 0.888 -0.03 -0.19 -0.43 0.076
H 2.787 -2.123 -0.431 0.26 0.32 0.03 0.075
H 2.789 -0.801 -2.680 -0.23 0.39 0.17 0.117
H 2.254 0.928 -2.663 0.34 -0.39 0.15 0.097
H 0.502 -1.202 -2.769 0.03 0.29 0.46 0.117
H 0.480 -0.920 -1.025 0.27 0.30 -0.23 0.119
H -1.270 -2.262 -1.872 -0.49 0.15 -0.24 0.120
H -2.166 -0.897 -1.186 -0.03 -0.29 -0.39 0.148
H -3.821 -2.563 -3.132 0.18 0.21 0.33 0.139
H -2.741 -4.416 -1.902 -0.50 0.19 0.20 0.089
H -2.537 -3.396 -0.490 -0.68 -0.32 0.03 0.084
H -4.218 -4.015 -0.880 0.43 -0.03 -0.12 0.085
H -4.338 -0.649 -1.592 -0.09 -0.22 0.02 0.066
H -5.082 1.539 -3.474 0.26 -0.58 0.45 -0.013
H -4.050 -0.445 -4.227 -0.18 0.32 0.95 -0.013
H -4.174 3.811 -4.466 0.11 -0.47 0.39 -0.037
H -4.393 4.123 -2.218 -0.03 -0.67 -0.27 0.017
C 0.649 -1.890 7.176 0.08 -0.19 0.09 -0.126
O 1.689 -1.868 6.181 -2.74 2.07 1.00 -0.260
P 1.635 -0.580 5.068 6.77 -3.11 -4.87 0.637
O 1.740 -1.465 3.852 -1.30 -0.29 0.60 -0.270
O 3.088 -0.059 5.557 -0.62 1.02 0.05 -0.262
C 4.163 -0.989 5.627 0.15 -0.30 0.41 -0.109
O 1.451 0.822 4.184 -1.93 0.65 2.77 -0.235
C 0.369 0.811 3.250 -0.20 0.20 -0.36 -0.126
H 0.794 -2.768 7.803 0.07 0.02 -0.07 0.086
H 0.696 -0.995 7.799 -0.06 -0.05 0.11 0.082
H -0.331 -1.959 6.697 -0.01 -0.05 0.10 0.081
H 4.033 -1.815 4.927 -0.13 0.06 -0.02 0.086
H 4.241 -1.381 6.641 0.04 -0.06 -0.05 0.084
H 5.083 -0.461 5.381 -0.13 0.16 -0.01 0.090
H -0.525 0.355 3.672 -0.04 -0.01 -0.15 0.081
H 0.677 0.270 2.356 -0.02 -0.14 0.12 0.073
H 0.144 1.842 2.977 0.09 0.04 0.20 0.087
```
Forces are in eV/Å.

Values from the calculation:
- calculated total energy (hartree) = -3122.88845
- 2S+1 = 1

What is the formula in the fourth record?
C17H31N2O7P3S2